Entry 1:
Computed, not measured: a single C6H9N molecule, with ωB97M-V/def2-TZVPD.

Geometry (Å):
C1 0.624178 0.788085 -1.021897
H1 2.165902 -1.483288 0.453351
H2 2.291406 0.110954 1.214961
H3 -1.782127 -0.463004 -1.967238
C2 0.466726 -0.182476 0.106840
C3 -1.618582 0.445627 0.074347
C4 -0.224679 1.156499 0.150304
H4 0.108083 0.580807 -1.953818
H5 1.585494 1.287973 -1.113907
H6 -1.164867 -1.775711 0.631475
H7 1.227264 -1.117125 1.910480
C5 1.594471 -0.697956 0.963708
H8 0.000319 1.983782 0.821885
N1 -1.850309 -0.499849 -0.964915
H9 -2.487761 0.754315 0.649314
C6 -0.935521 -0.888636 0.045117

Forces on atoms 1 to 3 (eV/Å):
C 0.0 0.0 -0.2
H -0.1 0.1 0.1
H -0.1 -0.1 -0.1

Computed properties:
relative energy (zero: lowest compared OMol25 entry of this formula, charge and spin)	363.1	kJ/mol
frontier orbital gap	0.35837	Ha
calculated total energy	-288.643758	a.u.
E_HOMO	-0.3161	hartree
structure (SMILES)	C[C@]12C[C@H]1[C@H]1N[C@H]12

Here are the Löwdin charges for atoms 1 to 4, given in e: C -0.057; H 0.077; H 0.081; H 0.101

Entry 2:
Computed, not measured: 8 unconnected molecules or ions with the total composition C6H30N2O7, with ωB97M-V/def2-TZVPD.

Geometry (Å):
H1 0.968900 -2.249026 1.968098
H2 -2.244268 0.538809 1.263810
H3 2.532733 1.965881 -0.466613
O1 2.063847 -0.233547 2.628347
H4 -2.044132 -0.542873 -1.412492
C1 -0.112034 -2.824773 -0.533974
H5 -1.794505 -2.720550 -1.836728
H6 2.961745 2.827932 2.155540
H7 1.836012 -2.364773 -1.597110
C2 -0.706917 -2.447228 -1.920209
H8 -4.266856 2.354474 -1.800215
C3 1.450843 -2.601917 -0.588751
H9 -0.202270 -2.995322 -2.713179
H10 2.687540 -0.277859 1.838973
O2 2.883423 1.325169 -0.042814
H11 -0.863667 0.125323 2.317621
H12 -0.351766 -3.839407 -0.413192
H13 -0.996873 2.422394 0.528914
H14 2.036182 3.348410 -2.097785
H15 0.870436 3.086441 -1.224472
O3 2.424351 2.588294 2.956509
H16 -0.593401 -1.962393 2.848838
H17 -1.858356 -2.032417 0.744124
H18 -2.922663 -1.028025 -2.595522
O4 -3.622717 2.152577 -1.191234
H19 0.266297 -0.359562 -0.211564
H20 -1.756897 3.259096 -1.738923
N1 -0.553910 1.800521 1.249626
H21 1.984833 -3.483155 -0.097227
H22 -1.005158 2.045772 -1.454423
O5 -0.859684 2.925384 -1.748377
H23 2.216897 0.812039 2.955254
O6 1.761351 3.279538 -1.246287
H24 1.620588 2.335332 2.591881
N2 -0.639867 -0.440319 0.225287
C4 -0.732997 -1.926605 0.591052
H25 3.521601 0.838949 -0.576084
H26 -3.395926 1.228546 -1.281563
H27 1.776267 -1.782638 0.089929
C5 -0.117160 -2.296042 1.935244
C6 -1.089547 0.457838 1.281437
H28 -0.526932 -3.447673 2.135444
H29 -0.335486 -1.456231 -2.352715
O7 -2.693633 -0.146138 -2.127412
H30 0.423777 1.739754 0.962937

Forces on atoms 1 to 3 (eV/Å):
H -0.3 0.0 0.3
H 1.7 -0.2 -0.2
H -3.7 7.2 -5.2

Computed properties:
relative energy (zero: lowest compared OMol25 entry of this formula, charge and spin)	379.7	kJ/mol
frontier orbital gap	0.34140	Ha
calculated total energy	-882.687968	a.u.
E_HOMO	-0.3289	hartree
structure (SMILES)	CC(C)[C@@H](C)NCN.O.O.O.O.O.O.O

Here are the Löwdin charges for atoms 1 to 4, given in e: H 0.046; H 0.143; H -0.149; O -0.166

Entry 3:
Computed, not measured: a single C4H8N2O molecule, with ωB97M-V/def2-TZVPD.

Geometry (Å):
N1 -0.498980 0.460492 0.087993
H1 1.870248 1.422026 -1.072981
H2 3.071284 0.382093 -0.318220
H3 -2.854392 0.925757 -0.243070
H4 2.153371 -1.804307 0.492147
C1 1.092510 -0.052368 0.111945
N2 -1.214580 -0.544842 0.077359
H5 2.196040 1.615179 0.663352
H6 0.475360 -2.017385 0.334301
C2 2.147762 0.931091 -0.136771
H7 -3.039492 -0.852035 -0.899177
H8 -3.295170 -0.594268 0.748255
C3 -2.609180 -0.196330 -0.154083
O1 -0.738548 1.669660 -0.017685
C4 1.243761 -1.344759 0.326639

Forces on atoms 1 to 3 (eV/Å):
N 12.7 2.5 0.7
H 0.2 0.4 0.1
H 0.1 0.2 0.3

Computed properties:
relative energy (zero: lowest compared OMol25 entry of this formula, charge and spin)	277.6	kJ/mol
frontier orbital gap (alpha / beta)	0.27044 / 0.27733	Ha
calculated total energy	-341.687350	a.u.
E_HOMO (alpha / beta)	-0.2328 / -0.3573	hartree
multiplicity	3
<S²>	2.01

Here are the Löwdin charges for atoms 1 to 4, given in e: N -0.310; H 0.091; H 0.089; H 0.095

Entry 4:
Computed, not measured: a single CH2N4O molecule, with ωB97M-V/def2-TZVPD.

Geometry (Å):
N1 -0.067514 -1.408436 -0.399713
O1 0.189971 1.665230 1.215026
H1 0.490712 -1.173471 1.733272
N2 -0.430799 -0.463845 -1.423138
N3 -0.144477 0.722626 -0.874133
N4 0.217238 -0.777634 0.714672
C1 0.270874 0.613248 0.474349
H2 -0.656859 -2.336837 -0.423394

Forces on atoms 1 to 3 (eV/Å):
N -2.5 -2.7 -4.0
O 1.6 -4.7 -1.8
H -0.9 0.7 -3.7

Computed properties:
relative energy (zero: lowest compared OMol25 entry of this formula, charge and spin)	254.3	kJ/mol
frontier orbital gap	0.33491	Ha
calculated total energy	-333.450934	a.u.
E_HOMO	-0.3432	hartree
structure (SMILES)	O=c1nn[nH][nH]1

Here are the Löwdin charges for atoms 1 to 4, given in e: N -0.092; O -0.037; H 0.243; N 0.070